Entry 1:
ORCA calculation (ωB97M-V with the def2-TZVPD basis set) on 5 unconnected molecules or ions with the total composition C21H41BO13S5.

Its SMILES is CCOB(O)[C@@H]1OC(=O)O[C@H]1S.O=S1(=O)CCCC1.O=S1(=O)CCCC1.O=S1(=O)CCCC1.O=S1(=O)CCCC1. Its HOMO energy is -9.958 eV. The value obtained for the HOMO-LUMO gap is 0.385 hartree. The energy is -3818.758809 Ha.

Last column: Löwdin charge in e.
Atoms and positions in Å:
C: 4.11836 -1.36405 -5.33515  -0.062
C: 3.37979 -1.04308 -4.04954  -0.215
O: 1.95182 -1.06246 -4.21571  0.072
B: 1.37913 -0.16653 -5.05362  -0.633
O: 1.96461 1.02612 -5.40719  0.172
C: -0.09131 -0.53496 -5.60311  -0.131
O: -1.12704 0.02411 -4.72641  0.051
C: -2.14895 -0.86710 -4.65228  -0.569
O: -3.07292 -0.76781 -3.90728  0.170
O: -1.92156 -1.88994 -5.52304  0.030
C: -0.46093 -1.99793 -5.46082  -0.626
S: 0.25164 -3.15938 -6.59414  0.873
H: 5.16605 -1.56266 -5.08109  0.083
H: 4.12009 -0.52551 -6.03676  0.080
H: 3.73133 -2.26540 -5.81833  0.080
H: 3.61035 -1.79971 -3.29526  0.127
H: 3.71195 -0.08340 -3.64761  0.113
H: 1.39349 1.77591 -5.18572  0.109
H: -0.31681 -0.16345 -6.60883  0.160
H: -0.24910 -2.27987 -4.42615  0.131
H: 0.52924 -4.10115 -5.68814  -0.112
O: 0.96821 2.36533 -2.72564  -0.327
S: 1.23707 1.43427 -1.64281  0.701
O: 2.52200 0.78578 -1.54525  -0.308
C: 0.81819 2.20679 -0.08714  -0.212
C: -0.65438 1.86760 0.10844  -0.217
C: -0.80583 0.39413 -0.28900  -0.207
C: -0.07104 0.20071 -1.62025  -0.202
H: 1.02802 3.27231 -0.14549  0.077
H: 1.43487 1.74622 0.68396  0.111
H: -0.95925 2.04306 1.13661  0.097
H: -1.27258 2.49023 -0.54446  0.121
H: -0.35003 -0.22953 0.47973  0.098
H: -1.85186 0.10103 -0.38041  0.118
H: 0.38763 -0.78113 -1.71178  0.108
H: -0.71629 0.39150 -2.47557  0.087
O: 1.65129 7.50000 -0.88759  -0.320
S: 2.13059 6.23962 -1.39684  0.672
O: 2.32854 5.11164 -0.52009  -0.328
C: 1.10775 5.75002 -2.77882  -0.226
C: 1.78538 6.38616 -3.98828  -0.216
C: 3.29002 6.15183 -3.79556  -0.210
C: 3.63045 6.52665 -2.34737  -0.216
H: 0.09237 6.09875 -2.60451  0.111
H: 1.12987 4.66075 -2.83208  0.074
H: 1.42374 5.94984 -4.91814  0.114
H: 1.57560 7.45790 -4.01504  0.118
H: 3.51824 5.09825 -3.96660  0.117
H: 3.88364 6.73547 -4.49778  0.112
H: 4.42427 5.91306 -1.92952  0.102
H: 3.88157 7.58043 -2.24413  0.103
O: 0.21945 -1.58346 4.15564  -0.322
S: -0.49297 -0.37487 3.81685  0.672
O: 0.05477 0.54376 2.84603  -0.330
C: -2.16852 -0.80449 3.37304  -0.222
C: -2.91490 -0.77027 4.70164  -0.221
C: -2.43231 0.49147 5.42816  -0.202
C: -0.90070 0.50672 5.32955  -0.212
H: -2.16616 -1.78280 2.89660  0.108
H: -2.53321 -0.04830 2.67672  0.105
H: -3.99224 -0.76978 4.54552  0.124
H: -2.65068 -1.65094 5.28730  0.070
H: -2.84607 1.38060 4.94697  0.116
H: -2.75118 0.50296 6.46914  0.115
H: -0.48567 1.50949 5.26678  0.102
H: -0.43612 -0.03611 6.15028  0.105
O: -2.74920 -3.35356 6.66067  -0.328
S: -3.01601 -4.41311 5.71725  0.664
O: -3.76347 -4.16736 4.50982  -0.320
C: -1.47239 -5.22518 5.32697  -0.223
C: -1.33412 -6.29498 6.40558  -0.217
C: -2.72611 -6.92606 6.55508  -0.212
C: -3.74278 -5.77951 6.63339  -0.216
H: -0.67516 -4.48396 5.32532  0.108
H: -1.57810 -5.66494 4.33561  0.111
H: -0.58111 -7.03309 6.13503  0.116
H: -1.03036 -5.83446 7.34785  0.120
H: -2.93912 -7.54915 5.68456  0.117
H: -2.78931 -7.56222 7.43636  0.113
H: -4.69824 -6.02969 6.17935  0.102
H: -3.89533 -5.43708 7.65459  0.104

Entry 2:
ORCA calculation (ωB97M-V with the def2-TZVPD basis set) on a molecular structure, C21H32AlB2BeF8KLiNNaO11P in a non-equilibrium geometry.

Its HOMO energy is -6.718 eV. The value obtained for the HOMO-LUMO gap is 0.056 hartree. The energy is -3919.090833 Ha. The energy relative to the best compared isomer or geometry (same formula, charge and spin) comes out at 0.000 eV.

Last column: Löwdin charge in e.
Atoms and positions in Å:
C: 1.85760 -1.01299 0.78905  0.053
C: 1.93057 -0.13658 -0.41810  -0.558
O: 2.14190 -0.57440 -1.53196  0.097
O: 1.73135 1.18484 -0.16847  -0.282
C: 0.96386 1.89002 -1.22079  -0.116
C: -0.53543 1.72379 -1.10026  -0.384
C: -1.16150 2.53249 0.04854  -0.049
C: -0.31987 2.70346 1.30080  -0.175
F: 0.77781 3.51806 1.06025  -0.035
O: -0.94056 2.46889 -2.23932  -0.031
B: -1.19068 1.55031 -3.36908  -0.533
O: -1.83573 0.38202 -2.66521  -0.115
C: -1.09795 0.30360 -1.48995  -0.394
P: -2.30467 -0.52783 -0.43213  0.827
O: -1.66946 -0.82177 1.05206  -0.281
O: -3.62517 0.41111 -0.31063  -0.225
H: 2.57466 -0.66327 1.53008  0.105
H: 2.03476 -2.03863 0.50519  0.105
H: 0.88196 -0.86488 1.23962  0.063
H: 1.14372 2.95315 -1.10824  0.135
H: 1.30610 1.61287 -2.22603  0.066
H: -1.30357 3.52756 -0.36227  0.150
H: -2.14493 2.17903 0.34608  0.109
H: 0.01045 1.76857 1.76590  0.105
H: -0.92351 3.21416 2.04473  0.120
H: -1.75196 2.00275 -4.32728  0.076
H: -0.03365 1.13080 -3.69098  0.079
H: -0.33704 -0.46422 -1.69141  0.121
H: -1.29644 -0.03857 1.48863  0.048
H: -4.02922 0.31120 0.56146  0.073
C: 1.28401 -2.11829 4.41490  -0.109
C: 0.52866 -2.83903 3.50095  -0.121
C: 0.67910 -4.21499 3.40337  -0.095
C: 1.58468 -4.87090 4.22088  -0.086
C: 2.34140 -4.15270 5.13533  -0.081
C: 2.19126 -2.77714 5.23401  -0.091
H: 1.17003 -1.04319 4.48787  0.096
H: -0.17405 -2.32497 2.85460  0.074
H: 0.09663 -4.77610 2.68315  0.096
H: 1.71109 -5.94150 4.14181  0.106
H: 3.05117 -4.66896 5.76668  0.109
H: 2.78556 -2.21697 5.94419  0.101
C: -1.67083 -3.99551 -4.12329  -0.109
C: -2.30248 -3.55887 -5.44066  -0.248
C: -1.25998 -3.09153 -6.46441  -0.187
C: -0.45947 -1.96551 -6.00562  -0.222
N: 0.17352 -1.07716 -5.63663  0.181
H: -1.16224 -3.15828 -3.63878  0.069
H: -2.42388 -4.37432 -3.42669  0.050
H: -0.94013 -4.78954 -4.28148  0.082
H: -3.02365 -2.76477 -5.24145  0.114
H: -2.85417 -4.38925 -5.88342  0.109
H: -1.75493 -2.80449 -7.39184  0.121
H: -0.57080 -3.90868 -6.68612  0.122
Be: 3.58642 1.92344 -2.79779  0.766
F: 4.54976 3.02589 -2.24814  -0.406
F: -0.32364 6.62270 1.25729  -0.189
Al: 1.31668 6.95015 1.03263  -0.200
F: 1.91958 5.91941 -0.16784  -0.195
F: 2.13733 6.59605 2.46720  -0.199
F: 1.55823 8.54809 0.60211  -0.176
Na: -3.36614 -2.99787 -0.88478  0.677
C: 6.03525 -4.44213 3.03309  -0.077
C: 4.93428 -5.34522 2.36609  -0.483
O: 4.53141 -6.25448 3.23735  -0.121
H: 6.89421 -5.03977 3.32793  0.066
H: 6.36564 -3.68955 2.31017  0.062
H: 5.63530 -3.93211 3.90712  0.057
H: 5.39922 -5.73090 1.43201  0.097
H: 4.15548 -4.62890 2.00594  0.091
K: 3.61190 2.24876 -0.17471  1.010
B: -4.56858 5.64145 -0.82282  -1.004
O: -3.76657 5.07435 0.38201  0.261
C: -4.57979 4.74504 1.28863  -0.410
O: -4.28132 4.24334 2.38771  -0.071
C: -6.03555 5.03020 0.85376  -0.430
O: -6.99519 4.80481 1.54411  0.129
O: -6.00174 5.53510 -0.34293  0.237
F: -4.36026 4.85088 -1.91084  0.203
F: -4.22479 6.93697 -1.03377  0.210
Li: -3.98105 4.96140 4.00086  0.863

> What is the formula in the first record?

C21H41BO13S5